Entry 1:
C17H53F2NO26P5S2Sr | ωB97M-V/def2-TZVPD

XYZ file:
```
107
Properties=species:S:1:pos:R:3:mulliken_charge:R:1
Sr 15.669 28.049 16.922 1.902
N 13.548 30.740 17.975 -0.131
S 13.302 31.366 19.306 0.974
O 12.049 31.451 19.924 -0.503
O 14.319 32.337 19.695 -0.581
F 13.811 30.048 20.119 -0.387
S 12.661 32.117 17.284 0.976
O 13.098 33.514 17.303 -0.484
O 11.257 31.805 17.085 -0.564
F 13.209 31.723 15.805 -0.291
C 10.230 29.245 24.101 -0.478
O 11.075 28.634 25.054 -0.528
H 9.450 29.715 24.701 0.245
H 10.654 30.018 23.460 0.264
H 9.753 28.385 23.631 0.202
H 11.311 29.338 25.662 0.301
C 11.811 38.134 18.057 -0.409
O 12.014 39.110 17.082 -0.518
H 12.708 37.521 18.144 0.171
H 11.561 38.572 19.023 0.233
H 11.034 37.434 17.750 0.217
H 11.262 39.264 16.504 0.309
C 12.259 22.659 18.356 -0.748
O 11.514 23.861 18.390 -0.315
P 12.211 25.103 19.156 0.932
O 13.489 25.639 18.568 -0.573
O 10.995 26.132 19.339 -0.210
C 10.568 26.883 18.158 -0.623
O 12.481 24.515 20.649 -0.324
C 13.041 25.317 21.716 -0.706
H 11.942 22.079 17.490 0.287
H 11.890 21.965 19.112 0.301
H 13.346 22.666 18.445 0.332
H 9.825 26.251 17.674 0.283
H 11.311 27.028 17.374 0.272
H 10.285 27.831 18.617 0.257
H 12.756 26.368 21.774 0.326
H 14.103 25.133 21.878 0.268
H 12.509 24.962 22.598 0.288
C 18.604 38.919 24.983 -0.694
O 19.482 38.028 24.365 -0.290
P 18.815 36.817 23.573 1.057
O 17.918 35.914 24.319 -0.672
O 18.094 37.477 22.336 -0.301
C 17.446 36.715 21.339 -0.666
O 20.053 36.006 22.912 -0.321
C 20.991 35.226 23.734 -0.700
H 17.560 38.840 24.680 0.349
H 19.131 39.871 24.913 0.238
H 18.642 38.563 26.012 0.277
H 18.249 36.832 20.612 0.259
H 16.566 37.232 20.957 0.261
H 17.267 35.685 21.648 0.338
H 20.652 35.109 24.763 0.324
H 21.958 35.720 23.648 0.269
H 21.024 34.171 23.460 0.273
C 20.085 32.618 13.774 -0.730
O 19.690 32.742 15.148 -0.289
P 18.145 32.695 15.574 0.751
O 17.546 31.332 15.542 -0.570
O 18.116 33.347 17.021 -0.089
C 18.729 32.792 18.138 -0.626
O 17.420 33.816 14.610 -0.266
C 17.795 35.141 14.596 -0.703
H 19.356 32.925 13.024 0.303
H 20.416 31.598 13.578 0.279
H 20.910 33.257 13.461 0.295
H 17.964 32.161 18.589 0.202
H 19.204 33.516 18.800 0.273
H 19.455 32.055 17.791 0.299
H 18.242 35.455 13.652 0.293
H 18.423 35.420 15.443 0.321
H 16.944 35.821 14.624 0.273
C 5.142 30.074 24.943 -0.633
O 5.220 29.475 23.636 -0.308
P 5.022 30.450 22.333 1.013
O 4.352 31.748 22.638 -0.692
O 4.362 29.497 21.124 -0.301
C 3.069 29.723 20.684 -0.754
O 6.540 30.688 21.819 -0.214
C 6.844 31.378 20.597 -0.689
H 4.457 30.916 25.046 0.334
H 6.186 30.232 25.215 0.197
H 4.631 29.373 25.603 0.261
H 2.555 30.684 20.689 0.332
H 2.462 28.925 21.112 0.307
H 2.980 29.354 19.662 0.287
H 7.017 30.497 19.979 0.270
H 7.792 31.915 20.626 0.284
H 6.167 32.168 20.271 0.303
C 14.603 29.321 11.170 -0.724
O 14.209 28.001 11.314 -0.304
P 12.987 27.738 12.365 0.868
O 13.334 27.739 13.835 -0.506
O 12.240 26.364 11.787 -0.327
C 12.380 25.285 12.655 -0.675
O 11.830 28.724 11.974 -0.289
C 11.424 29.055 10.628 -0.730
H 14.129 29.790 10.308 0.239
H 15.687 29.276 11.060 0.289
H 14.436 30.020 11.990 0.387
H 11.911 24.424 12.179 0.266
H 11.781 25.468 13.547 0.301
H 13.385 25.156 13.055 0.274
H 11.959 28.388 9.952 0.378
H 11.950 29.978 10.385 0.306
H 10.339 29.088 10.521 0.267
```

Computed properties:
**Largest force on an atom**: 11.1 eV/A
**E_HOMO**: -11.174 eV
**Frontier orbital gap**: 0.1867 Ha
**Total charge**: +1

Entry 2:
C17H54F3O15Y | ωB97M-V/def2-TZVPD

XYZ file:
```
90
Properties=species:S:1:pos:R:3:mulliken_charge:R:1
Y 0.604 2.811 -2.282 1.317
O 2.687 3.740 -2.232 -0.776
C 3.701 2.788 -2.505 -0.158
C 3.293 1.389 -3.070 -0.267
O 1.926 1.072 -2.948 -0.368
H 4.252 2.540 -1.587 -0.016
H 4.390 3.177 -3.264 0.305
H 3.973 0.647 -2.631 0.066
H 3.520 1.396 -4.151 0.338
C 0.346 1.657 0.514 0.516
O 0.069 0.934 -0.695 -0.048
O 0.727 2.866 0.082 -0.739
C -0.911 1.582 1.378 0.620
F -0.754 2.268 2.511 -0.255
F -1.988 2.098 0.728 -0.361
F -1.207 0.316 1.712 -0.138
C 0.109 -0.504 -0.715 -0.361
C -1.154 -1.074 -1.319 0.001
H -1.297 -0.819 -2.371 -0.179
H -1.078 -2.162 -1.268 -0.235
H -2.017 -0.768 -0.726 0.229
H 0.226 -0.897 0.295 0.256
H 1.007 -0.820 -1.253 0.101
H 1.230 1.229 1.015 0.189
C -2.100 -4.549 0.206 -0.354
O -3.217 -5.393 0.578 -0.559
H -2.181 -4.415 -0.879 0.374
H -2.065 -3.597 0.732 -0.001
H -1.168 -5.069 0.417 0.198
H -3.993 -4.836 0.704 0.299
C -2.520 5.426 1.510 -0.441
O -1.892 5.162 2.744 -0.514
H -3.020 6.384 1.577 0.281
H -1.794 5.403 0.684 0.135
H -3.221 4.612 1.285 0.220
H -1.822 4.211 2.852 0.273
C -4.143 -1.953 2.075 -0.119
O -5.079 -3.040 1.941 -0.518
H -3.737 -1.699 1.086 0.043
H -4.644 -1.044 2.411 0.408
H -3.279 -2.199 2.689 -0.052
H -5.932 -2.761 2.283 0.306
C 4.138 -2.346 -1.947 -0.344
O 5.157 -1.644 -1.211 -0.566
H 4.320 -3.419 -1.931 0.360
H 3.129 -2.096 -1.624 -0.009
H 4.241 -2.093 -3.015 0.307
H 4.789 -0.824 -0.871 0.289
C 0.065 -1.193 -5.324 -0.632
O 0.976 -1.597 -4.298 -0.488
H 0.528 -0.469 -6.001 0.295
H -0.216 -2.077 -5.887 0.299
H -0.811 -0.714 -4.874 0.241
H 1.343 -0.776 -3.924 0.157
C 1.313 4.503 3.316 -0.170
O 2.244 4.471 2.230 -0.512
H 0.951 3.500 3.568 -0.102
H 1.837 4.948 4.156 0.329
H 0.439 5.130 3.099 0.193
H 1.818 4.117 1.442 0.228
C 4.751 1.822 1.320 -0.455
O 4.583 3.171 0.947 -0.466
H 5.458 1.799 2.149 0.334
H 3.814 1.339 1.623 0.161
H 5.232 1.226 0.525 0.163
H 4.220 3.221 0.059 0.274
C -4.068 0.149 -4.311 -0.537
O -2.926 0.964 -4.638 -0.477
H -4.992 0.727 -4.366 0.289
H -4.087 -0.686 -5.004 0.256
H -3.999 -0.279 -3.304 0.204
H -2.647 1.428 -3.849 0.258
C 0.747 -4.041 -2.200 -0.347
O -0.298 -3.824 -3.152 -0.552
H 1.731 -4.035 -2.683 0.259
H 0.724 -3.229 -1.467 -0.042
H 0.607 -5.019 -1.751 0.327
H -0.021 -3.022 -3.626 0.480
C -0.471 0.803 5.572 -0.278
O -1.514 0.032 6.162 -0.524
H 0.135 1.234 6.367 0.336
H 0.175 0.197 4.927 0.213
H -0.868 1.641 4.991 -0.009
H -2.264 0.007 5.563 0.289
C -0.978 -2.861 4.027 -0.471
O -0.826 -3.837 2.996 -0.495
H -1.960 -3.003 4.487 0.350
H -0.170 -2.916 4.755 0.356
H -0.992 -1.857 3.601 -0.081
H -1.203 -4.678 3.265 0.297
```

Computed properties:
**Largest force on an atom**: 5.9 eV/A
**E_HOMO**: -9.303 eV
**Frontier orbital gap**: 0.2490 Ha
**ΔE to the lowest compared entry with this formula, charge and spin**: 0.00 kcal/mol

Entry 3:
C17H56F6O11P | ωB97M-V/def2-TZVPD

XYZ file:
```
91
Properties=species:S:1:pos:R:3:mulliken_charge:R:1
P 0.032 0.789 0.792 1.561
F -0.619 1.183 2.221 -0.355
F 1.509 0.644 1.476 -0.366
F -0.183 -0.797 1.074 -0.288
F 0.535 0.394 -0.695 -0.468
F -1.444 0.957 0.127 -0.183
F 0.383 2.362 0.595 -0.453
C 4.063 -1.336 1.743 -0.276
O 4.251 -1.162 3.141 -0.582
H 4.371 -0.458 1.167 0.205
H 4.633 -2.187 1.364 0.376
H 3.024 -1.559 1.483 -0.043
H 3.477 -0.640 3.393 0.355
C -1.053 -4.116 0.815 -0.299
C -2.100 -4.391 1.898 0.123
O -3.197 -5.140 1.378 -0.565
H -1.469 -3.304 0.215 -0.360
H -0.952 -4.919 0.088 0.325
H -0.144 -3.756 1.286 0.299
H -2.494 -3.457 2.302 -0.128
H -1.584 -4.970 2.672 0.261
H -3.966 -4.987 1.931 0.318
C -3.868 -0.538 2.898 -0.471
C -3.577 -0.242 4.360 -0.227
O -4.848 -0.424 5.072 -0.565
H -4.738 -0.049 2.458 0.386
H -3.947 -1.593 2.646 0.158
H -3.038 -0.073 2.354 -0.067
H -3.201 0.747 4.611 0.401
H -2.961 -1.010 4.835 0.043
H -5.001 0.376 5.579 0.295
C 0.502 -2.035 5.490 -1.422
C 0.551 -1.218 4.196 0.937
O 0.970 0.092 4.473 -0.670
H 1.341 -1.752 6.125 0.371
H 0.480 -3.095 5.241 0.347
H -0.408 -1.793 6.043 0.302
H -0.421 -1.349 3.704 -0.172
H 1.212 -1.699 3.463 -0.077
H 0.873 0.620 3.672 0.297
C 2.180 -2.804 -3.192 -1.312
C 1.238 -2.680 -1.996 0.940
O 1.131 -4.009 -1.477 -0.560
H 3.158 -3.134 -2.841 0.325
H 2.380 -1.842 -3.674 0.321
H 1.785 -3.470 -3.960 0.386
H 0.262 -2.249 -2.224 -0.171
H 1.721 -1.995 -1.298 -0.170
H 0.513 -4.453 -2.065 0.332
C -4.326 -1.553 -1.959 -1.509
C -2.864 -1.571 -1.558 0.786
O -1.963 -1.072 -2.525 -0.669
H -4.828 -0.626 -1.669 0.314
H -4.887 -2.280 -1.367 0.403
H -4.470 -1.725 -3.026 0.351
H -2.558 -2.592 -1.319 0.165
H -2.782 -0.925 -0.681 -0.135
H -1.320 -0.486 -2.112 0.134
C -1.361 2.541 -2.982 -0.749
C -2.624 2.035 -3.669 -0.275
O -3.022 2.901 -4.734 -0.548
H -0.615 2.655 -3.776 0.316
H -0.932 1.790 -2.315 0.125
H -1.472 3.462 -2.414 0.374
H -3.364 2.036 -2.860 0.189
H -2.500 1.025 -4.057 0.280
H -3.576 2.412 -5.345 0.308
C 1.738 4.828 -2.807 -1.053
C 1.955 4.995 -1.303 0.433
O 2.112 6.350 -0.926 -0.561
H 2.568 5.231 -3.391 0.425
H 0.815 5.329 -3.114 0.363
H 1.551 3.794 -3.103 0.103
H 2.858 4.425 -1.069 0.020
H 1.196 4.449 -0.750 -0.004
H 2.835 6.761 -1.404 0.305
C 3.442 0.565 -2.249 -0.505
C 4.404 1.562 -2.853 -0.367
O 4.658 1.121 -4.207 -0.532
H 3.215 0.825 -1.210 0.089
H 3.876 -0.422 -2.079 0.331
H 2.534 0.512 -2.844 0.189
H 5.336 1.639 -2.283 0.364
H 4.002 2.579 -2.892 0.096
H 5.421 1.641 -4.481 0.296
O 3.140 3.355 1.211 -0.680
H 2.569 2.587 1.068 0.233
H 3.955 3.141 0.747 0.267
O -2.271 3.380 1.111 -0.673
H -1.356 3.365 1.402 0.314
H -2.446 2.479 0.836 0.276
```

Computed properties:
**Largest force on an atom**: 2.5 eV/A
**E_HOMO**: -7.677 eV
**Frontier orbital gap**: 0.3683 Ha
**Total charge**: -1
**ΔE to the lowest compared entry with this formula, charge and spin**: 54.24 kcal/mol

Entry 4:
C17H56N12O11 | ωB97M-V/def2-TZVPD

XYZ file:
```
96
Properties=species:S:1:pos:R:3:mulliken_charge:R:1
N -0.133 1.941 -4.743 -0.267
C 0.781 2.959 -4.892 0.633
N 0.716 3.647 -6.077 -0.456
O 1.469 3.322 -3.943 -0.693
H -0.195 1.630 -3.788 0.127
H -0.741 1.708 -5.501 0.150
H 1.113 4.568 -6.011 0.240
H 0.024 3.424 -6.763 0.174
N -2.737 -1.453 -3.075 0.035
C -2.088 -1.688 -4.250 0.464
N -0.843 -1.129 -4.238 -0.179
O -2.568 -2.271 -5.219 -0.735
H -3.698 -1.722 -2.931 0.117
H -2.225 -0.917 -2.382 0.179
H -0.276 -1.493 -4.987 0.221
H -0.427 -0.835 -3.364 0.234
N 0.263 1.079 0.180 0.528
C -0.651 0.240 -0.346 0.279
N -1.545 -0.258 0.545 0.156
O -0.705 -0.026 -1.561 -0.891
H 0.889 1.509 -0.493 -0.292
H 0.281 1.268 1.168 -0.058
H -1.564 -0.056 1.532 0.068
H -2.266 -0.848 0.163 -0.027
N 2.157 -2.996 3.582 -0.388
C 1.091 -2.245 3.183 0.667
N 1.055 -2.033 1.832 0.001
O 0.223 -1.804 3.937 -0.768
H 2.738 -3.531 2.968 0.163
H 2.271 -3.190 4.562 0.239
H 0.299 -1.492 1.451 -0.012
H 1.797 -2.397 1.269 0.158
N -0.080 2.795 4.668 -0.396
C 0.162 1.580 4.084 0.484
N 1.182 0.858 4.640 -0.271
O -0.465 1.197 3.093 -0.575
H 0.530 3.070 5.413 0.159
H -0.640 3.483 4.199 0.258
H 1.609 1.310 5.426 0.162
H 1.044 -0.152 4.585 0.193
N -5.645 -0.103 3.813 -0.404
C -4.716 0.773 3.314 0.675
N -3.429 0.517 3.646 -0.268
O -5.049 1.747 2.643 -0.664
H -5.374 -0.766 4.512 0.174
H -6.589 -0.007 3.494 0.222
H -2.723 1.083 3.202 0.033
H -3.140 -0.318 4.122 0.175
C -0.018 -4.428 -3.141 -1.120
C 0.296 -4.584 -1.659 0.455
C -0.593 -3.717 -0.810 -0.811
O 0.091 -5.933 -1.227 -0.566
H -1.090 -4.559 -3.298 0.314
H 0.573 -5.041 -3.821 0.465
H 0.193 -3.405 -3.466 0.056
H 1.363 -4.355 -1.537 0.178
H -1.616 -3.917 -1.157 0.288
H -0.552 -2.655 -1.079 0.030
H -0.548 -3.779 0.273 0.450
H 0.657 -6.524 -1.731 0.330
C 2.769 4.350 1.634 -0.827
C 1.309 4.518 1.243 0.501
O 1.033 5.818 0.756 -0.540
H 2.997 5.012 2.478 0.430
H 3.459 4.689 0.857 0.384
H 3.056 3.312 1.815 -0.059
H 0.651 4.236 2.068 -0.056
H 1.155 3.832 0.410 -0.151
H 1.508 6.468 1.283 0.337
C -4.943 -2.669 -0.014 -0.514
C -5.790 -1.576 -0.622 -0.262
O -5.533 -1.453 -2.033 -0.564
H -4.918 -2.582 1.075 0.311
H -3.896 -2.594 -0.309 -0.196
H -5.365 -3.640 -0.272 0.346
H -5.482 -0.608 -0.201 0.197
H -6.858 -1.612 -0.393 0.311
H -5.523 -0.514 -2.236 0.307
C 3.356 0.756 2.242 -0.137
C 4.516 0.034 1.594 -0.549
O 5.654 0.062 2.463 -0.583
H 3.598 1.755 2.603 0.385
H 2.993 0.278 3.146 0.300
H 2.550 0.932 1.525 -0.133
H 4.813 0.437 0.626 0.199
H 4.202 -1.003 1.417 0.196
H 5.596 -0.698 3.047 0.330
C 4.622 1.561 -2.438 -1.403
C 3.216 1.081 -2.089 -0.186
O 2.432 2.117 -1.515 -0.342
H 4.601 2.251 -3.280 0.410
H 5.215 0.692 -2.730 0.358
H 5.031 2.060 -1.561 0.282
H 3.252 0.255 -1.376 0.334
H 2.722 0.705 -2.990 0.241
H 2.063 2.655 -2.232 0.253
```

Computed properties:
**Largest force on an atom**: 2.0 eV/A
**SMILES string**: NC(N)=O.NC(N)=O.NC(N)=O.NC(N)=O.NC(N)=O.NC(N)=O.CC(C)O.CCO.CCO.CCO.CCO
**E_HOMO**: -9.107 eV
**Frontier orbital gap**: 0.3384 Ha
**ΔE to the lowest compared entry with this formula, charge and spin**: 0.00 kcal/mol

Entry 5:
C17H58O19 | ωB97M-V/def2-TZVPD

XYZ file:
```
94
Properties=species:S:1:pos:R:3:mulliken_charge:R:1
C 0.448 4.093 0.172 -1.007
C 1.783 3.908 0.883 1.210
C 2.401 5.240 1.318 -1.662
O 1.606 3.069 2.040 -0.474
H 0.216 3.253 -0.479 -0.125
H 0.290 4.998 -0.410 0.483
H -0.296 4.136 0.971 0.288
H 2.486 3.423 0.199 -0.122
H 2.734 5.811 0.452 0.401
H 3.266 5.039 1.955 0.483
H 1.685 5.856 1.865 0.363
H 2.277 3.259 2.702 0.195
O 4.860 0.245 3.723 -0.567
C 3.511 -0.043 3.998 -0.002
C 3.089 -1.313 3.279 -0.307
O 3.181 -1.156 1.874 -0.483
H 4.961 0.384 2.774 0.354
H 3.397 -0.160 5.078 0.359
H 2.852 0.786 3.704 -0.130
H 2.042 -1.572 3.490 0.186
H 3.737 -2.139 3.568 0.307
H 2.543 -0.490 1.552 0.259
O 0.697 1.913 -5.114 -0.510
C 1.316 1.359 -3.942 -0.030
C 1.304 2.353 -2.795 1.272
O 2.441 3.228 -2.796 -0.529
H 1.154 2.725 -5.351 0.350
H 0.742 0.462 -3.727 -0.354
H 2.353 1.060 -4.127 0.267
H 1.342 1.814 -1.847 -1.079
H 0.390 2.955 -2.808 0.323
H 2.584 3.545 -3.693 0.311
O -4.858 -1.737 -0.815 -0.572
C -3.936 -2.805 -0.615 0.540
C -4.118 -3.449 0.767 -0.574
O -5.069 -4.486 0.831 -0.546
H -5.241 -1.754 -1.692 0.284
H -4.083 -3.579 -1.374 0.278
H -2.938 -2.364 -0.616 -0.300
H -4.342 -2.617 1.433 0.385
H -3.127 -3.856 1.003 0.206
H -4.867 -5.127 0.145 0.313
O -1.011 -4.157 -0.731 -0.350
C -0.007 -4.642 -1.643 -0.443
C -0.413 -4.406 -3.092 -0.465
O -0.375 -3.075 -3.552 -0.463
H -1.522 -4.951 -0.550 0.254
H 0.967 -4.211 -1.408 0.203
H 0.087 -5.730 -1.571 0.450
H -1.418 -4.815 -3.246 0.313
H 0.261 -5.011 -3.706 0.342
H -1.260 -2.671 -3.508 0.244
O 0.849 -1.087 -1.611 -0.483
C 0.345 -1.181 -0.286 0.862
C 0.216 0.182 0.324 -0.147
O 1.491 0.724 0.716 0.154
H 0.425 -1.811 -2.090 0.098
H -0.656 -1.628 -0.339 -0.808
H 0.834 -1.886 0.395 0.339
H -0.384 0.205 1.241 0.354
H -0.314 0.872 -0.342 -0.014
H 1.357 1.503 1.292 -0.092
O -0.882 -1.036 6.894 -0.515
C -0.572 0.346 6.696 -0.446
C -1.286 0.853 5.459 -0.485
O -0.691 0.354 4.265 -0.567
H -0.244 -1.306 7.563 0.320
H -0.910 0.950 7.546 0.348
H 0.508 0.497 6.603 0.264
H -1.267 1.941 5.366 0.397
H -2.336 0.532 5.521 0.322
H -0.608 -0.599 4.418 0.284
O -2.669 -1.489 -3.633 -0.572
C -2.326 -0.124 -3.787 0.848
C -2.615 0.418 -5.166 -0.610
O -3.993 0.463 -5.437 -0.509
H -3.516 -1.690 -4.045 0.309
H -2.709 0.510 -2.980 0.202
H -1.245 -0.069 -3.645 -0.666
H -2.034 -0.187 -5.876 0.350
H -2.121 1.392 -5.273 0.327
H -4.161 0.539 -6.378 0.303
O 3.791 1.098 -1.306 -0.782
H 3.093 0.684 -0.781 0.290
H 3.374 1.893 -1.667 0.262
O 4.077 -3.045 -1.449 -0.662
H 4.445 -2.834 -0.584 0.328
H 3.469 -2.319 -1.633 0.333
O -2.792 2.512 0.116 -0.636
H -2.196 2.770 0.840 0.346
H -3.045 1.608 0.324 0.303
O -1.256 2.470 2.564 -0.653
H -1.254 1.694 3.154 0.293
H -0.318 2.682 2.441 0.286
```

Computed properties:
**Largest force on an atom**: 1.7 eV/A
**SMILES string**: CC(C)O.OCCO.OCCO.OCCO.OCCO.OCCO.OCCO.OCCO.O.O.O.O
**E_HOMO**: -9.789 eV
**Frontier orbital gap**: 0.3690 Ha
**ΔE to the lowest compared entry with this formula, charge and spin**: 0.00 kcal/mol